(1)
Molecular formula: C4H5NO3S
Method: DFT, wB97M-V/def2-TZVPD

DFT total energy in hartree: -833.803011
E_HOMO (spin up / spin down) in eV: -9.04 / -10.13
Frontier orbital gap (spin up / spin down) in eV: 8.18 / 8.24

ORCA input file:
```
! RIJCOSX wB97M-V def2-TZVPD def2/J DEFGRID3
* xyz 0 3
C 1.97 1.82 -0.56
C 3.11 1.26 -0.22
C 1.14 -0.33 -0.69
C -1.02 -2.32 0.17
N 1.01 0.90 -0.79
O 3.58 -1.55 -0.75
O 2.76 -0.77 1.45
O -1.08 -1.35 -0.78
S 2.85 -0.58 0.02
H 1.72 2.86 -0.74
H 4.06 1.59 0.17
H -1.99 -2.55 0.46
H -0.30 -1.84 0.92
H -0.34 -3.13 -0.03
*
```

---

(2)
Molecular formula: C4H5NO4
Method: DFT, wB97M-V/def2-TZVPD

DFT total energy in hartree: -510.995769
E_HOMO in eV: -9.30
SMILES string: O=C=C1C(=O)C1(O)O.N
Frontier orbital gap in eV: 9.33

ORCA input file:
```
! RIJCOSX wB97M-V def2-TZVPD def2/J DEFGRID3
* xyz 0 1
O -1.17 -0.02 -1.41
C -0.68 -0.70 -0.58
C 0.05 -1.35 0.25
C 1.17 -1.85 0.89
O 1.78 -2.29 1.85
C 1.56 -0.91 -0.22
O 2.04 0.35 0.03
O 1.87 -1.49 -1.44
H 2.61 0.47 0.79
H 2.08 -0.73 -2.14
N -2.54 2.04 0.48
H -2.61 3.01 0.13
H -2.93 2.03 1.43
H -3.23 1.43 -0.07
*
```

---

(3)
Molecular formula: C4H5NO6S
Method: DFT, wB97M-V/def2-TZVPD

DFT total energy in hartree: -1059.683713
E_HOMO in eV: -10.59
SMILES string: O=C1CCC(=O)N1S(=O)(=O)OO
Frontier orbital gap in eV: 10.86

ORCA input file:
```
! RIJCOSX wB97M-V def2-TZVPD def2/J DEFGRID3
* xyz 0 1
O -0.85 1.51 1.79
C -0.23 1.19 0.83
C 0.82 2.02 0.02
C 1.42 1.06 -1.06
C 0.63 -0.17 -0.82
O 0.72 -1.27 -1.32
N -0.37 0.00 0.19
S -1.36 -1.35 1.05
O -2.54 -0.67 1.50
O -0.43 -2.04 1.85
O -2.02 -2.23 -0.20
O -1.07 -3.16 -0.53
H 0.39 3.00 -0.32
H 1.55 2.48 0.77
H 2.48 0.85 -0.80
H 1.20 1.45 -2.08
H -0.33 -2.69 -0.87
*
```

---

(4)
Molecular formula: C4H5NOS
Method: DFT, wB97M-V/def2-TZVPD

DFT total energy in hartree: -683.502560
E_HOMO in eV: -8.99
SMILES string: CCn1c(=O)c1=S
Frontier orbital gap in eV: 8.73

ORCA input file:
```
! RIJCOSX wB97M-V def2-TZVPD def2/J DEFGRID3
* xyz 0 1
C 1.45 0.60 0.42
C 0.71 -0.05 -0.66
N -0.66 -0.53 -0.06
C -1.58 -0.28 0.93
O -1.67 0.17 1.99
C -2.06 -0.79 -0.34
S -2.99 -1.24 -1.59
H 2.48 0.85 -0.04
H 0.94 1.65 0.63
H 1.55 -0.03 1.31
H 0.60 0.67 -1.61
H 1.24 -1.03 -0.98
*
```

---

(5)
Molecular formula: C4H5NOS
Method: DFT, wB97M-V/def2-TZVPD

DFT total energy in hartree: -683.470210
E_HOMO (spin up / spin down) in eV: -9.00 / -8.37
Frontier orbital gap (spin up / spin down) in eV: 7.46 / 6.73

ORCA input file:
```
! RIJCOSX wB97M-V def2-TZVPD def2/J DEFGRID3
* xyz 0 1
C 1.20 0.76 0.10
C -0.15 0.69 0.26
C 2.01 -0.49 0.08
C -0.91 -0.48 0.61
N 1.23 -1.57 -0.06
O 3.23 -0.48 0.08
S -2.51 -0.65 -0.03
H 1.81 1.63 -0.13
H -0.65 1.69 -0.02
H -0.83 -0.98 1.58
H 1.59 -2.52 0.20
H -2.57 -0.01 -1.24
*
```

---

(6)
Molecular formula: C4H5NOS
Method: DFT, wB97M-V/def2-TZVPD

DFT total energy in hartree: -683.566528
E_HOMO in eV: -8.99
SMILES string: O=CC1=NSCC1
Frontier orbital gap in eV: 8.69

ORCA input file:
```
! RIJCOSX wB97M-V def2-TZVPD def2/J DEFGRID3
* xyz 0 1
O 0.34 -2.28 -1.39
C 0.11 -1.14 -1.74
C -0.11 -0.12 -0.78
N -0.33 1.08 -1.17
S -0.64 2.18 0.08
C 0.01 1.00 1.34
C 0.01 -0.42 0.74
H 0.01 -0.77 -2.77
H 1.04 1.32 1.49
H -0.57 1.15 2.25
H -0.80 -1.10 0.99
H 0.94 -0.91 0.96
*
```

---

(7)
Molecular formula: C4H5NOS
Method: DFT, wB97M-V/def2-TZVPD

DFT total energy in hartree: -683.545298
E_HOMO in eV: -8.41
SMILES string: S/N=C1\CC=CO1
Frontier orbital gap in eV: 9.31

ORCA input file:
```
! RIJCOSX wB97M-V def2-TZVPD def2/J DEFGRID3
* xyz 0 1
S -2.71 1.16 0.08
N -1.13 1.43 -0.57
C -0.18 0.61 -0.28
C -0.11 -0.49 0.72
C 1.28 -1.04 0.47
C 1.73 -0.43 -0.61
O 0.97 0.59 -1.06
H -3.20 2.09 -0.73
H -0.82 -1.31 0.46
H -0.28 -0.17 1.76
H 1.82 -1.82 0.99
H 2.61 -0.63 -1.23
*
```

---

(8)
Molecular formula: C4H5NOS
Method: DFT, wB97M-V/def2-TZVPD

DFT total energy in hartree: -683.567033
E_HOMO in eV: -9.08
SMILES string: O=C1NC=C[C@@H]1S
Frontier orbital gap in eV: 9.81

ORCA input file:
```
! RIJCOSX wB97M-V def2-TZVPD def2/J DEFGRID3
* xyz 0 1
O 1.28 -0.81 -1.70
C 0.46 -0.55 -0.80
N -0.93 -0.63 -0.90
C -1.55 -0.20 0.34
C -0.59 0.20 1.22
C 0.78 0.09 0.46
S 1.32 1.65 0.03
H -1.47 -0.81 -1.68
H -2.59 -0.44 0.47
H -0.60 0.43 2.35
H 1.62 -0.34 1.08
H 2.26 1.43 -0.87
*
```

---

(9)
Molecular formula: C4H5NOS
Method: DFT, wB97M-V/def2-TZVPD

DFT total energy in hartree: -683.545770
E_HOMO in eV: -9.07
SMILES string: C=CC(=O)NC=S
Frontier orbital gap in eV: 8.51

ORCA input file:
```
! RIJCOSX wB97M-V def2-TZVPD def2/J DEFGRID3
* xyz 0 1
C 2.41 -0.13 0.10
C 1.10 -0.32 0.01
C 0.11 0.71 -0.05
O 0.36 1.89 -0.07
N -1.29 0.43 -0.03
C -2.24 -0.62 -0.06
S -3.80 -0.37 0.17
H 2.92 0.91 0.12
H 3.29 -0.85 -0.03
H 0.63 -1.32 0.08
H -1.67 1.38 0.09
H -1.83 -1.71 -0.32
*
```

---

(10)
Molecular formula: C4H5NOS
Method: DFT, wB97M-V/def2-TZVPD

DFT total energy in hartree: -683.464095
E_HOMO in eV: -8.67
SMILES string: C=C/C=N\OC=S
Frontier orbital gap in eV: 8.52

ORCA input file:
```
! RIJCOSX wB97M-V def2-TZVPD def2/J DEFGRID3
* xyz 0 1
C 1.58 0.89 -0.12
C 1.69 -0.44 0.01
C 0.50 -1.34 0.03
N -0.70 -1.11 0.00
O -0.97 0.25 0.13
C -2.24 0.62 0.10
S -3.57 -0.33 -0.05
H 0.55 1.34 -0.22
H 2.32 1.71 -0.03
H 2.62 -0.92 0.24
H 0.57 -2.44 -0.15
H -2.34 1.76 0.08
*
```

---

(11)
Molecular formula: C4H5NOS
Method: DFT, wB97M-V/def2-TZVPD

DFT total energy in hartree: -683.445028
E_HOMO (spin up / spin down) in eV: -7.12 / -8.55
Frontier orbital gap (spin up / spin down) in eV: 7.88 / 6.85

ORCA input file:
```
! RIJCOSX wB97M-V def2-TZVPD def2/J DEFGRID3
* xyz 0 3
C -0.64 1.09 0.17
C -0.01 0.02 0.81
C -0.62 1.42 -1.18
C 0.12 -1.32 0.37
N 0.34 0.95 -1.97
O 0.52 -2.35 1.21
S 1.33 -0.34 -1.82
H -0.92 1.77 0.98
H 0.59 0.12 1.78
H -1.28 2.17 -1.71
H 1.08 -1.92 1.79
H -0.50 -1.61 -0.43
*
```

---

(12)
Molecular formula: C4H5NOS2
Method: DFT, wB97M-V/def2-TZVPD

DFT total energy in hartree: -1081.635150
E_HOMO in eV: -8.89
SMILES string: C=CC(=S)S/C=N\O
Frontier orbital gap in eV: 7.88

ORCA input file:
```
! RIJCOSX wB97M-V def2-TZVPD def2/J DEFGRID3
* xyz 0 1
C 1.29 2.30 -0.31
C 0.48 1.25 0.20
C 0.88 -0.10 0.11
S 2.34 -0.75 0.27
S -0.48 -1.23 -0.37
C -1.55 -0.02 -0.96
N -2.43 0.41 -0.11
O -2.34 0.20 1.14
H 2.31 2.05 -0.69
H 1.10 3.30 -0.44
H -0.48 1.53 0.69
H -1.90 0.20 -1.97
H -1.63 -0.53 1.45
*
```

---

(13)
Molecular formula: C4H5NOS2
Method: DFT, wB97M-V/def2-TZVPD

DFT total energy in hartree: -1081.596391
E_HOMO in eV: -9.05
Frontier orbital gap in eV: 9.63

ORCA input file:
```
! RIJCOSX wB97M-V def2-TZVPD def2/J DEFGRID3
* xyz 0 1
C -3.07 0.96 0.19
C -0.73 -0.23 0.03
C 0.59 -1.00 0.10
C 1.47 0.01 0.02
H -3.36 1.25 -0.93
H -4.13 0.71 1.20
H -2.15 1.49 0.95
H 1.05 -1.99 0.02
H 3.52 1.05 -0.43
N -0.57 1.01 -0.11
O 0.87 1.18 -0.18
S -2.43 -0.90 -0.12
S 3.20 -0.20 0.09
*
```

---

(14)
Molecular formula: C4H5NOS2
Method: DFT, wB97M-V/def2-TZVPD

DFT total energy in hartree: -1081.663583
E_HOMO in eV: -8.76
SMILES string: O=C1CSN(C=S)C1
Frontier orbital gap in eV: 8.78

ORCA input file:
```
! RIJCOSX wB97M-V def2-TZVPD def2/J DEFGRID3
* xyz 0 1
O -1.09 2.42 0.17
C -0.82 1.18 0.11
C -1.65 0.09 -0.63
S -0.85 -1.43 -0.29
N 0.64 -0.64 0.06
C 1.70 -1.29 -0.40
S 3.18 -0.91 -0.27
C 0.45 0.45 0.90
H -1.67 0.60 -1.62
H -2.75 0.03 -0.22
H 1.44 -2.12 -1.16
H 1.33 1.39 1.24
H 0.10 0.23 2.11
*
```

---

(15)
Molecular formula: C4H5NOS2
Method: DFT, wB97M-V/def2-TZVPD

DFT total energy in hartree: -1081.708337
E_HOMO in eV: -8.92
Frontier orbital gap in eV: 9.63

ORCA input file:
```
! RIJCOSX wB97M-V def2-TZVPD def2/J DEFGRID3
* xyz 0 1
C -1.10 -0.03 -1.15
C -1.17 -0.11 1.21
C -0.08 -0.18 0.07
C 2.18 0.51 -0.04
H -0.95 -0.80 -2.03
H -1.31 1.04 -1.37
H -1.21 1.00 1.38
H -1.28 -0.72 2.16
H 3.01 1.33 -0.39
N 2.46 -0.68 -0.18
O 0.87 0.89 0.29
S -2.47 -0.58 -0.06
S 1.04 -1.67 0.12
*
```

---

(16)
Molecular formula: C4H5NS
Method: DFT, wB97M-V/def2-TZVPD

DFT total energy in hartree: -608.211373
E_HOMO in eV: -8.66
SMILES string: SC/C=C1C=N/1
Frontier orbital gap in eV: 9.03

ORCA input file:
```
! RIJCOSX wB97M-V def2-TZVPD def2/J DEFGRID3
* xyz 0 1
S 2.07 1.03 -0.32
C 0.77 0.53 0.91
C -0.29 -0.14 0.11
C -1.51 0.33 0.00
C -2.74 0.31 -0.54
N -2.46 1.45 0.05
H 3.12 1.13 0.56
H 1.33 -0.04 1.55
H 0.55 1.64 1.33
H 0.12 -1.14 -0.24
H -3.51 -0.26 -0.98
*
```

---

(17)
Molecular formula: C4H5NS
Method: DFT, wB97M-V/def2-TZVPD

DFT total energy in hartree: -608.203677
E_HOMO in eV: -8.63
Frontier orbital gap in eV: 8.18

ORCA input file:
```
! RIJCOSX wB97M-V def2-TZVPD def2/J DEFGRID3
* xyz 0 1
C -0.94 -0.63 0.08
C 0.27 -0.87 0.47
C -1.46 0.74 -0.04
C 1.48 -0.20 0.80
N -0.85 1.81 0.17
S 2.60 0.23 -0.27
H -1.36 -1.55 -0.28
H 0.57 -1.96 0.56
H -2.37 0.80 -0.53
H 0.10 1.60 0.60
H 1.97 0.03 -1.57
*
```

---

(18)
Molecular formula: C4H5NS
Method: DFT, wB97M-V/def2-TZVPD

DFT total energy in hartree: -608.314587
E_HOMO in eV: -8.94
SMILES string: CS/C=C\C#N
Frontier orbital gap in eV: 9.05

ORCA input file:
```
! RIJCOSX wB97M-V def2-TZVPD def2/J DEFGRID3
* xyz 0 1
C 1.29 -0.73 1.59
S 0.21 0.55 0.95
C 0.12 0.14 -0.77
C -0.99 0.37 -1.51
C -2.11 1.12 -1.07
N -3.09 1.64 -0.69
H 2.34 -0.56 1.37
H 0.99 -1.71 1.24
H 1.16 -0.71 2.66
H 1.12 -0.18 -1.22
H -1.05 0.07 -2.55
*
```

---

(19)
Molecular formula: C4H5NS
Method: DFT, wB97M-V/def2-TZVPD

DFT total energy in hartree: -608.258767
E_HOMO in eV: -7.87
SMILES string: N=C=C/C=C\S
Frontier orbital gap in eV: 8.50

ORCA input file:
```
! RIJCOSX wB97M-V def2-TZVPD def2/J DEFGRID3
* xyz 0 1
N -3.07 0.34 0.09
C -1.88 0.37 -0.17
C -0.56 0.44 -0.12
C 0.33 -0.61 -0.06
C 1.65 -0.69 0.05
S 2.96 0.47 -0.15
H -3.73 0.24 -0.64
H -0.01 1.38 0.16
H 0.05 -1.70 -0.08
H 2.02 -1.62 0.41
H 2.24 1.37 0.50
*
```